ORCA calculation (ωB97M-V/def2-TZVPD) on C26H50InNOP3 as an isolated structure.

XYZ file:
```
82
Properties=species:S:1:pos:R:3
In 0.7209 0.5099 0.6160
P 1.3092 0.6896 -2.0542
P -1.6571 1.8515 0.1607
P -2.9936 -3.0547 -2.6538
H 1.1912 -1.4578 3.5297
C 1.6282 -2.2326 2.8960
C 2.6185 -1.9815 2.0296
H 3.1204 -1.0163 1.8987
C 3.0963 1.0466 -2.2268
C 0.7074 1.7840 -3.4105
C 1.1731 -0.9472 -2.8627
C -3.1200 1.1809 1.0326
C -1.5846 3.6345 0.6009
C -2.1754 1.9489 -1.5962
C -3.2938 -4.7259 -3.2571
C -3.0961 -1.6541 -3.7710
C -4.0299 -2.7639 -1.2203
H 1.3507 -3.2787 3.0976
H 3.0862 -2.8564 1.5473
H 3.6456 0.6699 -1.3540
H 3.2525 2.1320 -2.3133
H 3.4464 0.5374 -3.1360
H 0.5863 2.8141 -3.0497
H -0.2562 1.4343 -3.8043
H 1.4549 1.7873 -4.2198
H 1.0402 -1.7277 -2.0983
H 2.0944 -1.1178 -3.4420
H 0.2913 -0.9548 -3.5219
H -4.0098 1.7941 0.8256
H -2.9223 1.1737 2.1145
H -3.3172 0.1455 0.7121
H -2.5990 3.9748 0.8599
H -1.2439 4.2266 -0.2633
H -0.9068 3.8064 1.4567
H -3.1816 2.3961 -1.6491
H -2.2024 0.9507 -2.0594
H -1.4697 2.5801 -2.1565
H -4.0613 -4.7583 -4.0524
H -3.5784 -5.4381 -2.4586
H -2.3390 -5.1146 -3.6450
H -3.2332 -2.0212 -4.8027
H -2.1463 -1.0945 -3.7188
H -3.9187 -0.9705 -3.5093
H -4.9001 -3.4311 -1.2289
H -4.3671 -1.7226 -1.1984
H -3.4290 -2.9529 -0.3261
C -0.8427 -3.8045 0.0165
C -1.4724 -3.6277 1.2964
C -2.0906 -4.7160 1.8703
C -1.7842 -6.0042 1.4260
C -1.1019 -6.1822 0.2157
C -0.4684 -5.1211 -0.3871
O -0.7647 -2.8185 -0.8278
H -1.6288 -2.9370 -2.1689
H -1.5324 -2.6385 1.7304
H -2.8111 -4.5533 2.6770
H -2.1121 -6.8504 2.0278
H -1.0376 -7.1671 -0.2492
H 0.2159 -5.2602 -1.2256
C 2.1059 5.1074 2.4110
N 1.9567 4.3397 1.1385
C 1.9284 5.2028 -0.0747
C 3.0711 3.2893 1.0167
C 2.9525 2.3632 2.1750
C 3.7982 2.5283 3.2999
C 3.6045 1.7432 4.4364
C 2.5213 0.8675 4.4960
C 1.6278 0.8085 3.4228
C 1.9378 1.4068 2.2205
H 3.1559 5.4065 2.4855
H 1.8164 4.4827 3.2639
H 1.4683 5.9987 2.3663
H 1.0486 3.8414 1.1738
H 2.9633 5.4567 -0.3144
H 1.4825 4.6604 -0.9197
H 1.3603 6.1163 0.1270
H 2.9653 2.7849 0.0410
H 3.9979 3.8813 1.0239
H 4.5866 3.2939 3.3102
H 4.2819 1.8047 5.2937
H 2.3168 0.2603 5.3753
H 0.7017 0.2406 3.5121
```

The value obtained for the highest occupied orbital energy (alpha / beta) is -15.9 / -14.4 eV. The calculation puts the energy above the lowest of the compared OMol25 structures with the same formula, charge and spin at 1.191 eV. The molar mass is 600.43 g mol⁻¹. Its charge is +3.